(1)
Density functional theory data (ωB97M-V/def2-TZVPD) for a 11-piece molecular cluster, C30H51Br14N3O overall in a non-equilibrium geometry.

Summary:
Frontier orbital gap = 8.40 eV
ΔE to the lowest compared entry with this formula, charge and spin = 0.000 eV
Lowest unoccupied orbital energy = 0.13 eV
2S+1 = 1
E_HOMO = -8.27 eV

Last column: Löwdin charge in e.
Positions of all 99 atoms, in Å:
Br  -18.198  -13.450  -5.948  0.65
Br  -19.873  -7.409  -10.288  0.72
Br  -19.216  -4.275  -8.797  0.62
Br  -20.526  -16.596  -13.560  0.64
Br  -16.286  -14.337  -13.282  0.60
Br  -19.403  -12.508  -16.223  0.59
Br  -16.082  -7.414  -5.186  0.60
Br  -16.642  -9.348  -11.958  0.64
Br  -14.187  -10.927  -13.910  0.58
Br  -15.687  -10.681  -7.548  0.69
Br  -20.554  -11.731  -3.872  0.60
Br  -22.299  -18.329  -9.607  0.66
Br  -15.863  -15.566  -7.675  0.58
Br  -12.270  -13.389  -9.672  0.66
O  -19.042  -11.275  -8.795  -0.18
N  -23.994  -16.070  -6.703  0.02
N  -21.548  -9.133  -13.994  0.02
N  -22.959  -7.953  -9.738  -0.02
C  -14.842  -9.863  -11.330  -0.66
C  -17.098  -9.905  -6.401  -0.62
C  -24.885  -15.109  -6.282  -0.12
C  -22.142  -8.206  -14.839  -0.13
C  -20.007  -10.890  -9.786  -0.20
C  -20.212  -12.148  -10.641  -0.15
C  -18.250  -6.341  -10.587  -0.66
C  -18.096  -12.132  -9.385  -0.27
C  -20.426  -8.571  -13.463  -0.20
C  -23.076  -15.491  -7.521  -0.18
C  -14.705  -14.131  -8.411  -0.68
C  -22.971  -8.343  -8.426  -0.13
C  -21.320  -7.112  -14.888  -0.11
C  -18.945  -12.989  -10.391  -0.12
C  -17.698  -14.077  -14.660  -0.68
C  -21.128  -16.890  -11.706  -0.70
C  -17.986  -12.601  -14.817  -0.65
C  -16.480  -9.322  -5.140  -0.70
C  -20.243  -7.324  -13.995  -0.12
C  -23.321  -9.017  -10.523  -0.15
C  -23.595  -10.089  -9.714  -0.13
C  -14.373  -11.143  -11.954  -0.69
C  -13.550  -14.771  -9.171  -0.68
C  -20.136  -13.280  -6.243  -0.65
C  -23.469  -9.639  -8.394  -0.12
C  -20.887  -13.348  -4.922  -0.67
C  -18.493  -4.845  -10.484  -0.72
C  -24.451  -13.897  -6.772  -0.11
C  -23.284  -14.137  -7.549  -0.12
C  -21.380  -18.326  -11.349  -0.65
H  -20.863  -10.502  -9.238  0.10
H  -12.977  -15.418  -8.517  0.04
H  -17.789  -12.798  -8.582  0.03
H  -17.184  -9.524  -4.332  0.06
H  -22.761  -7.058  -10.144  0.11
H  -17.217  -11.705  -9.874  0.06
H  -17.638  -9.182  -7.003  0.05
H  -23.683  -10.178  -7.485  0.09
H  -14.375  -13.581  -7.537  0.03
H  -22.320  -16.041  -8.056  0.04
H  -25.768  -15.391  -5.736  0.11
H  -14.114  -9.111  -11.633  0.06
H  -15.306  -13.486  -9.045  0.03
H  -20.362  -11.847  -11.680  0.09
H  -13.910  -15.314  -10.037  0.06
H  -19.687  -9.159  -12.940  0.07
H  -18.326  -12.052  -13.944  0.04
H  -19.426  -6.645  -13.822  0.09
H  -19.143  -4.544  -11.305  0.06
H  -20.489  -14.030  -6.948  0.05
H  -24.908  -12.953  -6.523  0.09
H  -17.524  -6.682  -9.861  0.05
H  -21.885  -10.052  -13.783  0.14
H  -17.449  -14.559  -15.599  0.06
H  -21.361  -6.235  -15.514  0.09
H  -24.002  -11.022  -10.070  0.09
H  -22.102  -16.413  -11.593  0.04
H  -20.723  -14.227  -4.312  0.06
H  -17.778  -10.708  -6.133  -0.01
H  -22.070  -18.853  -12.002  0.05
H  -21.933  -13.291  -5.223  0.04
H  -24.091  -17.051  -6.527  0.14
H  -17.568  -4.287  -10.615  0.06
H  -23.365  -8.882  -11.592  0.10
H  -20.269  -12.313  -6.720  0.04
H  -20.506  -18.971  -11.287  0.06
H  -13.400  -11.419  -11.546  0.01
H  -14.803  -9.907  -10.243  0.01
H  -22.704  -7.667  -7.633  0.11
H  -21.144  -12.626  -10.332  0.10
H  -23.062  -8.460  -15.336  0.10
H  -19.509  -10.072  -10.311  0.03
H  -18.607  -14.565  -14.315  -0.02
H  -15.579  -9.858  -4.858  0.04
H  -18.006  -6.443  -11.642  0.03
H  -18.476  -13.101  -11.365  0.07
H  -17.131  -12.030  -15.177  0.04
H  -20.462  -16.335  -11.053  0.05
H  -15.024  -12.006  -11.834  0.00
H  -22.792  -13.351  -8.098  0.09
H  -19.253  -13.896  -9.875  0.10

***

(2)
Density functional theory data (ωB97M-V/def2-TZVPD) for a 6-piece molecular cluster, C30H51O13 overall in a non-equilibrium geometry.

Summary:
Frontier orbital gap = 3.10 eV
Lowest unoccupied orbital energy = 1.99 eV
Charge = -1
2S+1 = 1
E_HOMO = -1.12 eV

Last column: Löwdin charge in e.
Positions of all 94 atoms, in Å:
O  -4.430  -1.867  -0.028  0.12
O  1.596  -2.340  3.806  -0.17
O  -3.749  2.579  -0.843  0.11
O  4.580  2.482  1.844  0.13
O  6.717  1.779  1.728  0.01
O  -0.777  7.672  -0.543  0.10
O  -4.601  -3.234  -1.818  0.01
O  -1.324  5.550  -0.019  0.03
O  4.270  -0.874  4.864  -0.17
O  -5.102  2.503  -2.643  0.03
O  2.095  -5.680  -2.955  0.01
O  -0.294  -2.879  0.817  -0.23
O  2.796  -7.647  -2.108  0.08
C  -6.455  -3.136  -0.371  -0.08
C  -4.914  4.575  -1.543  -0.07
C  -0.979  4.241  -0.514  -0.14
C  5.886  -1.134  2.963  -0.08
C  -4.509  3.122  -1.590  -0.48
C  -0.060  -3.198  2.174  -0.21
C  7.950  2.322  1.236  -0.16
C  0.488  -1.951  2.971  -0.18
C  -0.576  4.456  -1.956  -0.15
C  -0.726  6.496  -0.781  -0.50
C  0.030  5.849  -1.916  -0.08
C  1.095  -4.752  -1.044  -0.16
C  -1.497  -0.143  -0.950  -0.35
C  6.219  3.836  0.698  -0.08
C  1.972  -5.919  -0.621  -0.08
C  -6.565  -4.376  -1.241  -0.17
C  7.550  3.325  0.174  -0.16
C  5.703  2.647  1.469  -0.48
C  1.642  -4.421  -2.412  -0.15
C  -1.540  -2.174  0.628  -0.30
C  5.440  -0.344  4.260  -0.27
C  -6.145  4.593  -2.433  -0.16
C  3.088  -0.378  4.252  -0.18
C  -5.632  -4.046  -2.389  -0.17
C  2.331  -6.549  -1.944  -0.50
C  -5.053  -2.659  -0.670  -0.47
C  -1.624  -1.713  -0.883  -0.22
C  -5.861  3.458  -3.396  -0.16
C  1.899  -1.313  4.736  -0.20
C  -2.056  0.331  -2.352  -0.15
H  3.087  -0.422  3.139  0.13
H  -1.465  4.460  -2.593  0.11
H  0.796  -1.111  2.305  0.13
H  6.345  4.675  1.385  0.13
H  1.093  5.825  -1.665  0.13
H  5.539  4.101  -0.109  0.13
H  -0.344  -1.605  3.646  0.12
H  5.287  -0.856  2.066  0.07
H  -5.143  4.884  -0.526  0.13
H  -2.612  -2.023  -1.254  -0.02
H  1.117  -3.911  -0.358  0.09
H  -2.440  -2.836  0.781  0.09
H  -5.262  3.780  -4.253  0.13
H  -6.316  5.548  -2.930  0.11
H  -7.583  -4.600  -1.564  0.11
H  -2.713  -0.485  -2.740  0.05
H  -2.020  0.381  -0.089  0.07
H  -4.104  5.182  -1.955  0.13
H  2.815  0.659  4.591  0.13
H  2.888  -5.584  -0.129  0.13
H  -0.130  6.388  -2.848  0.12
H  0.058  -5.083  -1.130  0.12
H  2.494  -3.736  -2.365  0.12
H  -1.183  0.383  -3.054  0.05
H  -6.187  -5.243  -0.694  0.12
H  -0.409  0.110  -0.879  0.07
H  8.292  4.108  0.019  0.11
H  0.882  -3.992  -3.063  0.12
H  8.566  1.519  0.832  0.13
H  -7.031  4.360  -1.837  0.12
H  0.101  3.690  -2.332  0.12
H  2.258  -1.818  5.671  0.13
H  -2.597  1.308  -2.241  0.02
H  1.015  -0.688  5.018  0.12
H  -7.164  -2.362  -0.670  0.13
H  -6.569  -3.372  0.685  0.12
H  -6.130  -3.472  -3.177  0.12
H  -5.189  -4.939  -2.829  0.12
H  5.821  -2.231  3.168  0.08
H  -1.674  -1.303  1.331  0.10
H  6.276  -0.500  4.994  0.12
H  7.396  2.814  -0.780  0.12
H  -1.835  3.576  -0.425  0.10
H  8.482  2.789  2.071  0.13
H  -0.951  -3.597  2.718  0.12
H  -0.159  3.844  0.091  0.13
H  -6.775  2.990  -3.761  0.12
H  5.399  0.752  4.063  0.10
H  6.942  -0.819  2.772  0.06
H  0.726  -4.001  2.233  0.12
H  1.434  -6.623  0.011  0.12

***

(3)
Density functional theory data (ωB97M-V/def2-TZVPD) for a 10-piece molecular cluster, C30H53BBr2Cl27FN3O6P2 overall in a non-equilibrium geometry.

Summary:
Frontier orbital gap = 9.01 eV
Lowest unoccupied orbital energy = -2.72 eV
Charge = +1
2S+1 = 1
E_HOMO = -11.73 eV

Last column: Löwdin charge in e.
Positions of all 125 atoms, in Å:
Br  3.103  2.811  4.548  0.37
Br  0.608  3.158  2.125  0.91
Cl  -2.841  -3.352  -1.333  0.61
Cl  -2.685  -3.694  4.716  0.54
Cl  11.716  2.399  1.063  0.55
Cl  -1.935  -5.994  -2.104  0.53
Cl  -4.750  -6.660  -4.032  0.52
Cl  -8.492  -6.387  -5.457  0.51
Cl  0.451  -5.416  6.503  0.52
Cl  -7.864  5.662  -1.235  0.55
Cl  -2.108  -7.424  11.517  0.52
Cl  -6.688  9.464  0.238  0.55
Cl  0.761  -7.711  11.867  0.53
Cl  -2.653  -2.445  2.100  0.54
Cl  -7.007  3.451  0.443  0.54
Cl  8.818  2.289  1.183  0.54
Cl  -5.568  4.056  -2.003  0.58
Cl  -2.886  -5.545  0.597  0.60
Cl  -7.177  -4.233  -6.898  0.52
Cl  -1.418  -6.732  4.707  0.52
Cl  -0.268  -3.778  3.094  0.51
Cl  -4.397  -9.535  -4.222  0.55
Cl  10.315  0.013  0.185  0.53
Cl  -8.992  -6.022  -8.296  0.54
Cl  -0.424  -5.065  11.704  0.52
Cl  -4.422  7.830  -0.547  0.54
Cl  -4.806  -7.953  -6.621  0.57
Cl  -1.457  -7.337  7.542  0.56
Cl  -5.863  7.237  1.906  0.55
P  4.045  1.704  2.863  0.61
P  -2.250  0.789  -2.096  0.48
F  1.699  4.882  -0.164  -0.03
O  5.353  2.615  2.528  -0.36
O  1.506  -1.716  -1.052  0.18
O  -2.487  0.922  -3.538  -0.25
O  -2.434  2.226  -1.399  -0.19
O  3.779  -1.520  -0.474  0.18
O  -3.185  -0.292  -1.396  -0.25
N  3.569  1.154  0.252  -0.02
N  7.396  2.435  -1.956  0.02
N  -0.309  0.166  4.186  0.03
C  -5.323  8.515  0.811  -1.53
C  2.515  0.703  -0.773  -0.12
C  -0.215  0.207  2.714  -0.33
C  10.259  1.771  0.302  -1.56
C  2.799  1.091  -2.249  -0.09
C  1.235  0.425  2.257  -0.22
C  0.818  2.731  -0.913  -0.11
C  6.050  3.033  -1.783  -0.26
C  1.215  1.392  -0.223  -0.29
C  -5.018  -1.465  -2.592  -0.10
C  -3.241  2.296  -0.209  -0.30
C  -4.576  -0.229  -1.822  -0.26
C  -2.040  -3.777  3.080  -1.58
C  -3.126  3.667  0.430  -0.07
C  1.511  1.588  1.310  -0.60
C  5.514  2.743  -0.383  -0.18
C  -7.806  -5.880  -7.001  -1.58
C  -0.098  0.570  -0.349  -0.14
C  -0.556  0.230  -1.792  -0.15
C  1.798  4.466  -2.456  -0.01
C  -0.524  -6.738  11.153  -1.57
C  4.677  -0.235  -3.353  0.04
C  5.016  1.309  -0.172  -0.08
C  -4.104  -7.986  -5.004  -1.53
C  3.001  2.050  1.311  -0.42
C  3.367  -0.031  -3.083  -0.14
C  1.872  3.847  -1.064  -0.39
C  -3.063  -5.085  -1.107  -1.50
C  -6.488  4.734  -0.658  -1.57
C  -0.443  -6.901  6.169  -1.52
B  2.579  -0.908  -0.760  -0.65
H  -5.306  -2.247  -1.897  0.05
H  5.220  0.715  -1.057  0.11
H  -0.858  1.150  0.171  0.09
H  -0.934  0.898  2.284  0.07
H  -1.138  -0.385  4.394  0.06
H  1.394  -2.388  -0.373  0.13
H  2.869  3.412  -0.989  0.10
H  -3.035  -7.849  -5.097  0.01
H  0.272  -7.696  6.007  0.02
H  0.771  4.770  -2.656  0.10
H  3.932  -2.239  -1.093  0.13
H  -2.371  -4.698  2.618  -0.11
H  -0.510  -0.778  2.347  0.03
H  1.563  -0.499  1.757  0.12
H  -4.659  9.169  1.360  0.01
H  1.835  0.474  3.165  0.06
H  1.890  1.428  -2.735  0.11
H  -4.293  2.141  -0.444  0.06
H  -0.393  -6.745  10.080  -0.05
H  7.386  1.925  -2.832  0.06
H  -0.581  -0.844  -1.950  0.09
H  0.501  2.537  -1.933  0.10
H  3.482  1.943  -2.288  0.11
H  -5.159  -0.165  -0.902  0.12
H  -0.051  -0.370  0.193  0.10
H  5.110  -1.216  -3.189  0.08
H  5.734  2.971  3.340  0.06
H  4.816  3.530  -0.099  0.10
H  2.036  3.708  -3.203  0.08
H  5.301  0.579  -3.709  0.07
H  5.376  2.768  -2.598  0.09
H  -3.949  3.759  1.142  0.07
H  -6.977  -6.537  -7.225  -0.06
H  -4.799  0.685  -2.368  0.11
H  2.638  -0.694  -3.554  0.13
H  6.157  4.119  -1.834  0.12
H  3.658  0.310  0.833  0.12
H  -4.217  -1.777  -3.254  0.07
H  10.198  2.172  -0.700  0.00
H  2.491  5.296  -2.552  0.09
H  0.019  0.703  -2.579  0.09
H  6.370  2.874  0.272  0.04
H  -3.242  4.459  -0.306  0.06
H  0.444  -0.432  4.514  0.07
H  3.084  3.118  1.132  0.09
H  -5.918  -1.205  -3.146  0.09
H  8.048  3.193  -2.108  0.07
H  -4.069  -5.339  -1.417  0.00
H  -5.837  5.403  -0.111  -0.08
H  -0.072  3.130  -0.435  0.09
H  5.599  0.854  0.627  0.12
H  -2.971  1.558  0.551  0.11
H  -2.209  3.769  1.008  0.04

***

(4)
Density functional theory data (ωB97M-V/def2-TZVPD) for C30H53Br3N3ORuSi as an isolated structure in a non-equilibrium geometry.

Summary:
Frontier orbital gap (alpha / beta) = 6.48 / 7.27 eV
<S²> = 8.76
ΔE to the lowest compared entry with this formula, charge and spin = 0.000 eV
Lowest unoccupied orbital energy (alpha / beta) = 0.25 / 0.07 eV
2S+1 = 6
E_HOMO (alpha / beta) = -6.23 / -7.20 eV

Last column: Löwdin charge in e.
Positions of all 92 atoms, in Å:
Ru  -0.552  2.932  -0.038  1.18
Br  -5.344  4.671  -0.104  0.76
Br  0.100  -1.639  -0.158  0.59
Br  -3.069  9.861  -0.177  0.73
Si  0.574  -3.841  -0.279  0.51
O  -2.495  3.897  -0.705  -0.24
N  -0.250  5.359  -0.577  0.05
N  -0.642  2.424  2.402  -0.05
N  -2.121  1.078  -0.490  -0.06
C  2.388  -3.933  0.425  -0.63
C  -2.828  7.965  -0.308  -0.62
C  -1.324  1.184  2.804  -0.27
C  2.913  0.831  -0.296  -0.10
C  -1.545  7.418  -0.497  -0.20
C  3.632  2.834  -1.620  -0.07
C  -0.879  -6.102  0.762  -0.09
C  0.998  -5.609  -2.493  -0.09
C  -0.350  8.149  -0.652  -0.02
C  0.842  7.470  -0.802  -0.05
C  2.581  2.303  -0.630  -0.74
C  -0.539  -4.203  2.331  -0.11
C  2.625  3.133  0.669  -0.09
C  -1.100  -4.297  -2.574  -0.10
C  1.032  -3.177  -3.055  -0.12
C  -1.438  6.003  -0.538  -0.16
C  2.726  -5.368  0.836  -0.09
C  -3.826  5.795  -0.293  -0.60
C  2.599  -3.009  1.630  -0.12
C  -3.460  1.652  1.487  -0.21
C  3.403  -3.475  -0.628  -0.10
C  -2.840  1.360  2.851  -0.20
C  0.378  -4.247  -2.173  -0.63
C  -2.600  5.156  -0.534  -0.45
C  -3.945  7.167  -0.174  -0.18
C  -3.132  0.582  0.439  -0.26
C  1.218  2.328  -1.239  -0.14
C  -0.817  -4.577  0.871  -0.63
C  -2.205  -4.015  0.537  -0.12
C  0.851  6.081  -0.730  -0.12
H  2.557  -6.062  0.014  0.07
H  -2.576  1.657  -1.198  0.07
H  1.767  8.008  -0.960  0.11
H  0.390  -4.640  2.688  0.06
H  -3.069  2.599  1.110  0.06
H  1.769  5.522  -0.844  0.09
H  1.898  -3.193  2.437  0.06
H  -4.539  1.765  1.599  0.10
H  3.892  0.742  0.172  0.08
H  0.329  2.360  2.708  0.07
H  -3.088  2.178  3.532  0.11
H  -1.183  -4.441  -3.651  0.09
H  3.499  -4.198  -1.436  0.07
H  -1.612  -5.127  -2.092  0.06
H  2.906  0.231  -1.203  0.07
H  -1.626  0.314  -0.940  0.00
H  2.095  -3.073  -2.862  0.06
H  -0.984  0.864  3.800  0.12
H  0.065  -6.565  1.043  0.07
H  3.777  -5.430  1.122  0.09
H  -1.652  -6.488  1.427  0.09
H  3.604  -3.162  2.022  0.09
H  -0.497  -3.121  2.454  0.06
H  1.199  1.893  -2.245  0.01
H  1.651  3.046  1.176  0.02
H  3.671  2.204  -2.506  0.08
H  2.126  -5.683  1.689  0.07
H  0.828  -5.863  -3.540  0.09
H  0.911  -3.445  -4.104  0.09
H  3.129  -2.507  -1.046  0.06
H  -1.064  3.211  2.897  0.09
H  -2.743  -0.316  0.925  0.09
H  -4.912  7.604  0.017  0.09
H  2.153  0.441  0.380  0.03
H  -1.606  -3.365  -2.326  0.08
H  2.072  -5.612  -2.324  0.06
H  0.554  -6.397  -1.887  0.07
H  -1.049  0.410  2.083  0.08
H  -2.572  -4.373  -0.420  0.06
H  -4.049  0.301  -0.093  0.11
H  3.419  2.794  1.335  0.08
H  -2.206  -2.927  0.521  0.03
H  4.384  -3.364  -0.164  0.09
H  -2.915  -4.333  1.300  0.09
H  2.514  -1.963  1.343  0.04
H  0.559  -2.208  -2.910  0.05
H  -1.129  -6.418  -0.249  0.07
H  -3.275  0.447  3.263  0.11
H  -0.373  9.228  -0.672  0.08
H  2.790  4.188  0.463  0.06
H  4.619  2.859  -1.158  0.08
H  3.372  3.842  -1.937  0.07
H  -1.341  -4.577  2.966  0.09